Formula: C22H31N5O3S
Source: the OMol25 dataset
Level of theory: ωB97M-V with the def2-TZVPD basis set

Properties
- highest occupied orbital energy (Eh) = -0.304
- frontier orbital gap (eV) = 8.08
- calculated total energy (hartree) = -1754.70975
- energy relative to the best compared isomer or geometry (same formula, charge and spin) (eV) = 0.0000

```
! RIJCOSX wB97M-V def2-TZVPD def2/J DEFGRID3
* xyz 0 1
C -3.637 -3.152 -2.770
C -3.974 -2.936 -1.299
C -2.737 -2.877 -0.400
H -2.069 -3.706 -0.643
H -3.062 -2.976 0.637
C -1.995 -1.551 -0.559
N -0.581 -1.646 -0.209
C 0.281 -0.884 -0.925
O -0.132 -0.037 -1.728
C 1.714 -1.073 -0.770
C 2.664 -0.123 -1.154
N 2.417 1.125 -1.578
H 1.485 1.323 -1.906
H 3.217 1.649 -1.908
C 3.978 -0.657 -0.965
N 4.024 -1.896 -0.521
S 2.552 -2.507 -0.272
C 5.209 0.087 -1.298
O 5.188 1.215 -1.763
N 6.344 -0.594 -1.052
H 6.289 -1.528 -0.682
H 7.234 -0.175 -1.261
C -0.226 -2.309 1.032
C 0.671 -1.496 1.934
C 1.607 -2.138 2.735
C 2.429 -1.410 3.576
C 2.326 -0.031 3.626
C 1.386 0.614 2.841
C 0.561 -0.114 2.003
H -0.171 0.394 1.394
H 1.294 1.689 2.884
H 2.972 0.539 4.276
H 3.157 -1.922 4.189
H 1.695 -3.214 2.695
H -1.161 -2.486 1.570
H 0.235 -3.284 0.829
H -2.017 -1.240 -1.607
C -2.647 -0.441 0.292
O -3.251 -0.667 1.321
N -2.448 0.779 -0.231
H -1.841 0.853 -1.040
C -2.900 2.006 0.384
H -3.531 1.719 1.230
C -1.747 2.887 0.876
H -2.175 3.814 1.264
H -1.251 2.381 1.708
C -0.702 3.224 -0.195
C -1.310 4.014 -1.352
H -2.046 3.424 -1.892
H -1.793 4.917 -0.982
H -0.534 4.306 -2.055
C 0.441 4.018 0.435
H 0.909 3.451 1.235
H 1.202 4.247 -0.307
H 0.070 4.955 0.848
H -0.283 2.292 -0.590
H -3.512 2.555 -0.338
H -4.545 -2.013 -1.178
H -4.607 -3.760 -0.961
H -3.089 -4.083 -2.900
H -3.030 -2.341 -3.165
H -4.549 -3.207 -3.360
*
```

---

Formula: C22H32BCl3N12OSiTi
Source: the OMol25 dataset
Level of theory: ωB97M-V with the def2-TZVPD basis set

Properties
- highest occupied orbital energy (spin up / spin down) (Eh) = -0.389 / -0.389
- frontier orbital gap (spin up / spin down) (eV) = 7.67 / 7.87
- calculated total energy (hartree) = -4134.43826
- energy relative to the best compared isomer or geometry (same formula, charge and spin) (eV) = 1.0949
- <S²> = 0.753

```
! RIJCOSX wB97M-V def2-TZVPD def2/J DEFGRID3
* xyz 1 2
Ti -0.412 0.228 -0.630
C -3.103 3.514 0.319
C -2.843 2.199 -0.032
N -1.528 1.972 -0.082
N -0.916 3.163 0.193
C -1.853 4.084 0.451
B 0.648 3.214 0.088
N 1.152 2.147 1.115
C 1.660 2.385 2.326
C 1.584 1.226 3.076
C 0.982 0.308 2.231
N 0.725 0.851 1.030
N 1.024 2.780 -1.349
C 1.691 3.464 -2.287
C 1.787 2.674 -3.416
C 1.137 1.494 -3.072
N 0.684 1.557 -1.816
N 1.309 4.549 0.357
C 0.887 5.847 0.379
C 1.982 6.644 0.561
C 3.062 5.739 0.636
N 2.665 4.486 0.506
H -4.062 3.991 0.444
H -3.552 1.425 -0.277
H -1.599 5.090 0.724
H 2.050 3.357 2.582
H 1.912 1.075 4.091
H 0.709 -0.708 2.451
H 2.045 4.466 -2.097
H 2.245 2.920 -4.360
H 0.944 0.628 -3.687
H -0.137 6.132 0.223
H 2.004 7.720 0.631
H 4.113 5.956 0.772
C 2.433 -3.514 -3.397
N 1.420 -2.901 -2.535
C 0.241 -3.706 -2.202
C 1.522 -1.666 -2.189
O 0.666 -1.073 -1.490
H 2.624 -4.527 -3.054
H 3.360 -2.949 -3.353
H 2.081 -3.551 -4.427
H -0.210 -4.064 -3.124
H -0.479 -3.104 -1.663
H 0.545 -4.555 -1.592
H 2.404 -1.134 -2.547
C 0.647 -4.165 2.836
C 1.401 -3.625 1.643
N 0.522 -2.765 0.839
C -0.795 -2.486 1.111
N -1.351 -1.401 0.609
C -2.792 -1.240 0.867
C -3.217 -1.814 2.199
C -2.859 -3.277 2.193
N -1.447 -3.425 1.843
C -0.726 -4.589 2.354
H 0.529 -3.391 3.598
H 1.183 -5.002 3.281
H 1.758 -4.452 1.027
H 2.273 -3.048 1.955
H 0.982 -2.025 0.340
H -3.372 -1.695 0.066
H -3.010 -0.180 0.855
H -4.289 -1.687 2.342
H -2.695 -1.303 3.013
H -3.483 -3.811 1.473
H -3.016 -3.734 3.168
H -0.631 -5.356 1.579
H -1.311 -5.012 3.165
Cl -4.082 -0.820 -2.530
Si -2.128 -0.100 -2.633
Cl -2.381 1.801 -3.491
Cl -1.312 -1.232 -4.211
*
```